<P>
{"formula": "C19H30N4O4S", "method": "wB97M-V/def2-TZVPD", "gap_ev": 8.54, "multiplicity": 1, "lumo_energy_ha": 0.0106, "smiles": "Cc1cc(C(=O)N2CCCN(CCNC(=O)[C@@H]3CCS(=O)(=O)C3)CC2)[nH]c1C", "homo_energy_ha": -0.303, "species": ["C", "C", "C", "C", "C", "O", "N", "C", "C", "C", "N", "C", "C", "N", "C", "O", "C", "C", "C", "S", "O", "O", "C", "C", "C", "N", "C", "C", "H", "H", "H", "H", "H", "H", "H", "H", "H", "H", "H", "H", "H", "H", "H", "H", "H", "H", "H", "H", "H", "H", "H", "H", "H", "H", "H", "H", "H", "H"], "positions_angstrom": [[-1.98, 4.09, -3.27], [-1.42, 4.29, -1.90], [-0.95, 3.27, -1.03], [-0.54, 3.87, 0.14], [-0.05, 3.48, 1.48], [-0.07, 4.33, 2.37], [0.41, 2.22, 1.71], [0.73, 1.82, 3.07], [-0.12, 0.65, 3.56], [0.11, -0.65, 2.78], [-0.65, -0.83, 1.53], [-2.01, -1.29, 1.75], [-2.57, -1.96, 0.50], [-1.70, -3.05, 0.08], [-2.03, -4.35, 0.33], [-3.13, -4.69, 0.71], [-0.93, -5.39, 0.13], [0.25, -4.99, -0.77], [-0.27, -5.01, -2.20], [-1.22, -6.53, -2.27], [-2.45, -6.32, -2.99], [-0.33, -7.60, -2.66], [-1.52, -6.66, -0.50], [-0.61, 0.27, 0.56], [0.58, 1.21, 0.68], [-0.75, 5.21, -0.01], [-1.28, 5.49, -1.23], [-1.61, 6.88, -1.65], [-1.73, 4.91, -3.94], [-1.58, 3.18, -3.72], [-3.07, 4.00, -3.26], [-0.96, 2.22, -1.27], [1.79, 1.53, 3.12], [0.60, 2.69, 3.71], [0.14, 0.47, 4.61], [-1.18, 0.93, 3.54], [1.18, -0.75, 2.57], [-0.16, -1.50, 3.40], [-2.01, -2.02, 2.56], [-2.69, -0.47, 2.04], [-3.55, -2.38, 0.70], [-2.67, -1.25, -0.32], [-0.72, -2.82, 0.04], [-0.57, -5.63, 1.13], [0.69, -4.02, -0.51], [1.05, -5.73, -0.67], [-0.96, -4.19, -2.41], [0.50, -5.07, -2.97], [-1.01, -7.56, -0.17], [-2.59, -6.74, -0.33], [-0.61, -0.16, -0.45], [-1.52, 0.88, 0.64], [0.75, 1.71, -0.27], [1.49, 0.65, 0.90], [-0.59, 5.85, 0.76], [-2.02, 6.88, -2.66], [-2.36, 7.33, -0.99], [-0.73, 7.52, -1.64]]}

<Q>
{"formula": "C19H30N4O4S", "method": "wB97M-V/def2-TZVPD", "gap_ev": 8.62, "multiplicity": 1, "lumo_energy_ha": 0.0170, "smiles": "Cc1cc(C(=O)N2CCCN(CCNC(=O)[C@@H]3CCS(=O)(=O)C3)CC2)[nH]c1C", "homo_energy_ha": -0.300, "species": ["C", "C", "C", "C", "C", "O", "N", "C", "C", "C", "N", "C", "C", "N", "C", "O", "C", "C", "C", "S", "O", "O", "C", "C", "C", "N", "C", "C", "H", "H", "H", "H", "H", "H", "H", "H", "H", "H", "H", "H", "H", "H", "H", "H", "H", "H", "H", "H", "H", "H", "H", "H", "H", "H", "H", "H", "H", "H"], "positions_angstrom": [[-1.46, 0.69, 3.43], [-0.05, 0.54, 2.94], [0.55, 1.29, 1.90], [1.83, 0.81, 1.71], [2.98, 1.00, 0.79], [4.03, 0.42, 1.05], [2.84, 1.73, -0.35], [3.92, 1.65, -1.34], [3.80, 0.44, -2.25], [2.42, 0.21, -2.89], [1.33, -0.10, -1.97], [1.63, -1.26, -1.12], [0.45, -1.72, -0.28], [-0.76, -1.77, -1.07], [-1.97, -1.77, -0.47], [-2.09, -1.94, 0.73], [-3.16, -1.49, -1.39], [-3.02, -0.10, -2.05], [-3.38, 0.91, -0.97], [-4.91, 0.23, -0.32], [-5.07, 0.54, 1.07], [-5.95, 0.57, -1.26], [-4.46, -1.49, -0.58], [0.66, 1.04, -1.39], [1.57, 2.18, -0.87], [2.01, -0.19, 2.62], [0.89, -0.37, 3.37], [0.81, -1.43, 4.41], [-1.54, 0.44, 4.49], [-1.81, 1.71, 3.30], [-2.14, 0.03, 2.89], [0.05, 2.09, 1.38], [3.88, 2.57, -1.92], [4.87, 1.63, -0.80], [4.54, 0.54, -3.06], [4.09, -0.45, -1.69], [2.12, 1.09, -3.47], [2.51, -0.61, -3.60], [1.92, -2.06, -1.80], [2.47, -1.11, -0.44], [0.69, -2.70, 0.14], [0.28, -1.06, 0.58], [-0.68, -1.48, -2.03], [-3.19, -2.26, -2.16], [-2.02, 0.08, -2.44], [-3.72, -0.01, -2.88], [-2.65, 0.92, -0.15], [-3.58, 1.92, -1.32], [-5.30, -1.95, -1.11], [-4.32, -1.95, 0.39], [-0.01, 1.48, -2.14], [0.03, 0.69, -0.57], [1.04, 2.78, -0.13], [1.80, 2.86, -1.69], [2.89, -0.67, 2.70], [-0.01, -1.22, 5.10], [0.61, -2.41, 3.97], [1.73, -1.50, 4.99]]}

Stability ranking, top and bottom: <Q> is the most stable and <P> is the least stable.

<P>
{"formula": "C2H5N3OS", "method": "wB97M-V/def2-TZVPD", "gap_ev": 9.06, "multiplicity": 1, "lumo_energy_ha": 0.0161, "smiles": "[H]/N=C/N(O)C(N)=S", "homo_energy_ha": -0.317, "species": ["H", "N", "C", "N", "O", "C", "N", "S", "H", "H", "H", "H"], "positions_angstrom": [[2.90, -1.67, 0.13], [2.14, -0.85, 0.07], [0.90, -1.13, -0.13], [0.15, -0.04, -0.11], [0.70, 1.26, -0.33], [-1.21, 0.07, -0.08], [-1.73, 1.34, 0.02], [-2.05, -1.35, -0.15], [0.41, -2.09, -0.02], [1.61, 1.02, -0.10], [-1.05, 2.00, 0.25], [-2.77, 1.44, 0.45]]}

<Q>
{"formula": "C2H5N3OS", "method": "wB97M-V/def2-TZVPD", "gap_ev": 8.33, "multiplicity": 1, "lumo_energy_ha": 0.0104, "homo_energy_ha": -0.296, "species": ["C", "C", "H", "H", "H", "H", "H", "N", "N", "N", "O", "S"], "positions_angstrom": [[-0.68, -0.08, 0.21], [2.22, 0.58, -0.17], [-2.06, -1.65, 0.22], [-2.61, 0.39, -0.43], [-1.13, 1.60, 1.03], [0.06, -1.42, -1.05], [3.36, 0.76, 0.05], [-1.87, -0.47, -0.33], [-0.39, 1.10, 0.77], [0.15, -1.19, -0.09], [1.20, 1.45, -0.48], [1.76, -1.08, 0.26]]}

Stability ranking, top and bottom: <P> is the most stable and <Q> is the least stable.

<P>
{"formula": "CH10N2O3", "method": "wB97M-V/def2-TZVPD", "gap_ev": 3.53, "multiplicity": 1, "lumo_energy_ha": -0.1969, "homo_energy_ha": -0.327, "species": ["N", "C", "N", "H", "H", "H", "H", "H", "H", "O", "H", "H", "O", "H", "H", "O"], "positions_angstrom": [[0.58, -1.33, -1.16], [1.33, -0.12, -1.62], [0.48, 1.03, -1.74], [-0.30, -1.25, -1.77], [0.21, -0.99, -0.25], [1.88, -0.47, -2.51], [-0.07, 1.11, -2.57], [-2.07, -0.17, 3.28], [-1.49, 0.08, 0.62], [-1.34, -0.08, 2.66], [2.16, 0.08, -0.86], [-0.68, 0.72, -0.72], [-1.49, 0.26, -0.33], [1.30, 0.96, 1.79], [-0.06, 0.02, 2.10], [0.80, 0.16, 1.53]]}

<Q>
{"formula": "CH10N2O3", "method": "wB97M-V/def2-TZVPD", "gap_ev": 10.19, "multiplicity": 1, "lumo_energy_ha": 0.0335, "smiles": "[H]/N=C/N.O.O.O", "homo_energy_ha": -0.341, "species": ["H", "N", "C", "N", "H", "H", "H", "O", "H", "H", "O", "H", "H", "O", "H", "H"], "positions_angstrom": [[-2.61, -1.75, -1.47], [-1.93, -1.04, -1.22], [-2.17, -0.69, -0.03], [-1.38, 0.27, 0.58], [-2.97, -1.02, 0.61], [-1.82, 1.05, 1.04], [-0.42, 0.19, 0.90], [2.72, 1.11, 0.13], [1.95, 0.86, -0.43], [3.17, 1.77, -0.40], [0.60, 0.17, -1.57], [-0.25, -0.28, -1.45], [0.43, 1.00, -2.02], [1.20, -0.61, 1.65], [1.77, -1.23, 2.12], [1.72, 0.20, 1.55]]}

Stability ranking, top and bottom: <Q> is the most stable and <P> is the least stable.

<P>
{"formula": "CH5O2", "method": "wB97M-V/def2-TZVPD", "gap_ev": 7.85, "multiplicity": 1, "lumo_energy_ha": 0.1733, "homo_energy_ha": -0.115, "total_charge": -1, "species": ["O", "H", "C", "O", "H", "H", "H", "H"], "positions_angstrom": [[-1.61, -0.27, 0.73], [-1.84, -0.55, 1.62], [1.27, -0.36, -0.33], [0.37, 0.68, -0.52], [1.92, -0.46, -1.21], [0.74, -1.30, -0.15], [1.91, -0.19, 0.55], [-0.43, 0.44, 0.08]]}

<Q>
{"formula": "CH5O2", "method": "wB97M-V/def2-TZVPD", "gap_ev": 7.99, "multiplicity": 1, "lumo_energy_ha": 0.1743, "homo_energy_ha": -0.119, "total_charge": -1, "species": ["C", "O", "H", "H", "H", "H", "H", "O"], "positions_angstrom": [[0.95, 0.24, -0.66], [-0.23, -0.49, -0.79], [1.80, -0.48, -0.84], [1.19, 0.36, 0.48], [0.91, 1.29, -1.03], [-1.48, -0.43, 1.76], [-1.13, -0.23, 0.11], [-2.02, -0.27, 0.96]]}

Stability ranking, top and bottom: <P> is the most stable and <Q> is the least stable.

<P>
{"formula": "C5H7IN2O", "method": "wB97M-V/def2-TZVPD", "gap_ev": [7.38, 7.38], "multiplicity": 1, "lumo_energy_ha": [-0.0132, -0.0132], "homo_energy_ha": [-0.284, -0.284], "species": ["C", "C", "C", "C", "C", "N", "N", "O", "I", "H", "H", "H", "H", "H", "H", "H"], "positions_angstrom": [[-0.03, -0.89, -2.44], [1.28, -2.81, -1.94], [0.48, -0.90, -0.15], [-0.88, 0.90, -1.04], [0.94, -0.71, 2.12], [0.79, -1.85, -2.59], [-0.13, -0.36, -1.17], [0.50, -0.08, 0.94], [3.47, -2.78, -1.58], [-0.42, -0.52, -3.38], [-2.04, 0.83, -1.34], [-0.88, 1.35, -0.07], [-0.21, 1.63, -1.58], [1.78, -0.09, 2.32], [1.05, -1.83, 2.15], [0.33, -0.44, 2.98]]}

<Q>
{"formula": "C5H7IN2O", "method": "wB97M-V/def2-TZVPD", "gap_ev": 7.78, "multiplicity": 1, "lumo_energy_ha": -0.0152, "smiles": "CC1=CN(I)C(=O)NC1", "homo_energy_ha": -0.301, "species": ["C", "C", "C", "N", "I", "C", "O", "N", "C", "H", "H", "H", "H", "H", "H", "H"], "positions_angstrom": [[0.93, -1.04, -0.08], [0.20, 0.18, 0.33], [0.32, 0.54, 1.62], [-0.53, 1.55, 2.23], [-0.51, 2.21, 4.21], [-1.84, 1.68, 1.56], [-2.72, 2.23, 2.15], [-1.98, 1.18, 0.29], [-0.81, 0.80, -0.57], [0.09, -1.82, -0.23], [1.64, -1.46, 0.67], [1.58, -0.84, -1.04], [1.21, 0.16, 2.16], [-2.94, 1.20, -0.02], [-0.54, 1.81, -0.99], [-1.08, 0.12, -1.35]]}

Stability ranking, top and bottom: <Q> is the most stable and <P> is the least stable.

<P>
{"formula": "C3H3N2O", "method": "wB97M-V/def2-TZVPD", "gap_ev": 8.56, "multiplicity": 1, "lumo_energy_ha": -0.3115, "smiles": "CC(C#N)=[N+]=O", "homo_energy_ha": -0.626, "total_charge": 1, "species": ["C", "C", "C", "N", "N", "O", "H", "H", "H"], "positions_angstrom": [[1.25, -0.15, 0.01], [-0.22, -0.13, -0.03], [-1.04, 1.06, -0.01], [-1.73, 1.97, -0.04], [-1.11, -1.02, 0.00], [-2.07, -1.62, -0.02], [1.64, 0.30, 1.01], [1.71, 0.64, -0.57], [1.57, -1.06, -0.35]]}

<Q>
{"formula": "C3H3N2O", "method": "wB97M-V/def2-TZVPD", "gap_ev": 10.06, "multiplicity": 1, "lumo_energy_ha": -0.1684, "homo_energy_ha": -0.538, "total_charge": 1, "species": ["C", "C", "C", "N", "N", "O", "H", "H", "H"], "positions_angstrom": [[0.06, 0.88, 0.04], [-0.43, -2.11, -0.25], [-0.61, 0.26, -0.93], [-0.34, -0.90, -0.27], [0.74, 1.36, 0.99], [-0.28, -3.24, -0.27], [-1.11, 0.61, -1.87], [1.71, 1.22, 0.83], [0.25, 1.92, 1.73]]}

Stability ranking, top and bottom: <Q> is the most stable and <P> is the least stable.